one.
Computed, not measured: a 2-piece molecular cluster, C5H16N3 overall, with ωB97M-V/def2-TZVPD.

Cartesian coordinates (Å):
H 0.79 0.79 0.23
H 1.66 -1.20 -1.25
N 0.74 1.39 -0.65
H 2.67 0.07 -1.86
C 0.58 0.58 -1.90
C -1.35 -1.21 1.20
H -0.14 3.00 0.39
H 1.79 -0.90 -2.96
H -0.42 0.14 -1.84
H -1.33 -3.05 0.33
C -0.05 -1.03 1.49
H 0.50 1.27 -2.74
H -0.29 0.78 2.27
C 1.70 -0.41 -1.99
N 0.46 0.26 1.87
H -0.44 2.96 -1.38
C -0.36 2.38 -0.47
H 1.62 1.90 -0.73
H -2.77 -2.25 0.24
H 0.64 -1.84 1.32
H -2.08 -0.41 1.30
N -1.95 -2.41 0.80
H -1.30 1.85 -0.29
H 1.17 0.22 2.59

Its total charge is +1. The orbital gap comes out at 8.755 eV.

Mulliken population analysis, charges in e, atoms 1 to 2:
1. H 0.45
2. H 0.27

two.
Computed, not measured: a 2-piece molecular cluster, C5H16N3 overall, with ωB97M-V/def2-TZVPD.

Cartesian coordinates (Å):
C -1.23 -0.91 -0.29
H -3.93 -0.95 -1.65
H 1.36 -0.30 1.93
C 2.28 -0.84 -1.25
H 1.26 -0.55 -1.55
N 2.43 -0.42 0.23
C -0.09 -0.01 0.32
H 1.36 3.12 2.58
H -1.94 -1.40 0.39
H 2.44 -1.92 -1.25
N -3.07 -0.63 -2.12
C 1.10 -0.65 0.94
H -1.26 0.45 -1.89
N 0.70 2.48 2.96
H 0.33 2.95 3.80
H -2.54 0.80 -0.79
H -0.13 1.07 0.65
H -0.74 -1.74 -0.83
C -2.02 -0.03 -1.31
H 3.13 -0.39 -1.82
H 0.93 -1.72 1.04
H 2.39 0.60 0.26
H 0.00 2.32 2.29
H -2.76 -1.33 -2.68

Its total charge is +1. The orbital gap comes out at 5.747 eV.

Mulliken population analysis, charges in e, atoms 1 to 2:
1. C -0.32
2. H 0.25

three.
Computed, not measured: a 2-piece molecular cluster, C5H16N3 overall, with ωB97M-V/def2-TZVPD.

Cartesian coordinates (Å):
H -1.10 -0.09 -2.98
H 2.09 -1.10 -1.10
H -2.99 -0.57 -1.35
H -0.68 0.90 1.18
H -3.02 1.11 -1.67
C -0.05 -0.66 -1.26
N 0.19 1.24 0.76
H 1.15 -1.34 0.66
H -0.33 -0.90 -0.23
N 0.54 0.51 3.14
H 1.63 0.56 -0.57
H 0.49 1.92 1.46
H -0.71 1.33 -1.89
C -2.39 0.35 -1.22
H -2.21 0.49 -0.15
C 1.03 0.21 1.79
H -0.17 -1.66 -1.75
H 1.30 0.25 3.77
H -0.12 -0.26 3.21
H 2.11 -1.36 2.07
C -1.05 0.29 -1.96
N 1.19 -1.16 1.67
H 1.67 0.17 -2.29
C 1.42 -0.24 -1.28

Its total charge is +1. The orbital gap comes out at 7.235 eV.

Mulliken population analysis, charges in e, atoms 1 to 2:
1. H 0.45
2. H 0.43

four.
Computed, not measured: a 2-piece molecular cluster, C5H16N3 overall, with ωB97M-V/def2-TZVPD.

Cartesian coordinates (Å):
H -1.53 -2.05 1.31
H 2.10 0.65 -0.59
H -0.31 1.42 -2.40
H -2.03 0.25 0.46
N -1.00 1.19 -1.69
H 1.00 -0.18 3.04
H -0.99 1.84 -0.93
H 2.49 -0.21 2.00
C 2.06 1.49 0.13
H 1.24 1.82 1.96
N -1.65 -0.45 -0.17
H -0.08 1.04 0.85
H 1.97 2.40 -0.40
H 2.99 1.55 0.65
H -1.12 -1.99 -2.18
H 1.05 -1.19 1.62
H -1.07 -2.47 -0.22
N -1.01 -1.01 -2.34
C -1.19 -0.11 -1.37
C 1.41 -0.22 1.98
H -0.54 -0.81 -3.21
C -1.84 -1.88 0.29
C 0.94 1.06 1.23
H -2.89 -2.12 -0.02

Its total charge is +1. The orbital gap comes out at 11.071 eV.

Mulliken population analysis, charges in e, atoms 1 to 2:
1. H 0.34
2. H 0.27

So which one is most stable? That would be four, about 17.2 kJ/mol below the next structure.

one.
Computed, not measured: a 3-piece molecular cluster, C5H16NO overall, with ωB97M-V/def2-TZVPD.

Cartesian coordinates (Å):
H -0.31 1.90 0.62
C -0.33 -0.64 -0.66
H 0.35 0.74 -2.12
H 0.34 2.79 -0.76
H 1.25 1.44 0.04
H 0.72 -0.83 -0.34
N 2.91 -0.50 -0.20
H -3.32 -0.84 1.14
O 1.18 -0.08 1.68
H 1.49 -0.16 2.61
C -0.31 0.77 -1.26
H -2.89 0.41 -0.04
H 3.70 0.15 -0.25
H -0.83 -0.25 1.40
H 2.34 -0.40 0.65
H 3.31 -1.44 -0.24
H -1.30 1.10 -1.59
C 0.28 1.81 -0.30
H -1.08 -1.90 0.87
C -2.70 -0.62 0.27
C -1.22 -0.87 0.52
H -0.52 -1.36 -1.47
H -3.06 -1.22 -0.57

Its total charge is +1. The orbital gap comes out at 5.101 eV.

Mulliken population analysis, charges in e, atoms 1 to 2:
1. H 0.27
2. C 0.16

two.
Computed, not measured: a 2-piece molecular cluster, C5H16NO overall, with ωB97M-V/def2-TZVPD.

Cartesian coordinates (Å):
H -0.07 -1.54 0.48
H -0.22 2.45 0.78
H -0.66 0.21 -2.07
H 1.48 0.66 0.16
H -1.83 0.11 -0.13
C 0.37 -2.28 -1.42
H 0.86 -1.94 -2.33
H -0.71 -2.21 -1.56
C 0.76 -1.34 -0.22
H 1.82 0.06 -1.38
H -1.65 2.22 1.45
O 0.27 0.37 2.90
H -0.47 1.07 1.60
N -0.94 1.73 0.92
C -1.34 1.07 -0.32
C -0.19 0.80 -1.28
H -2.12 1.63 -0.83
H 0.69 -3.27 -1.13
C 1.00 0.11 -0.66
H 1.69 -1.66 0.24
H -0.07 -0.37 3.40
H 1.18 0.45 3.20
H 0.18 1.69 -1.80

Its total charge is +1. The orbital gap comes out at 11.338 eV.

Mulliken population analysis, charges in e, atoms 1 to 2:
1. H 0.19
2. H 0.39

So which one is most stable? That would be two, about 754.4 kJ/mol below the next structure.

one.
Computed, not measured: a 12-piece molecular cluster, C14H52N12O12 overall, with ωB97M-V/def2-TZVPD.

Cartesian coordinates (Å):
C -1.86 16.38 9.50
N 1.26 21.40 12.82
H -3.65 19.98 6.31
H -6.47 16.43 9.82
H -5.11 19.46 12.68
H -0.57 22.72 7.30
O -5.27 16.36 11.49
O -1.24 20.27 9.00
C -5.27 19.62 13.80
H -4.28 19.59 10.31
O -5.44 22.73 8.33
H -0.79 16.45 9.96
O -5.34 18.33 6.66
N -0.97 22.79 9.87
C -2.22 21.27 5.60
H -1.21 21.88 9.47
H 1.66 22.21 12.36
H -5.38 18.69 14.42
H -6.23 22.53 7.81
N 1.23 20.03 9.94
O -6.43 20.45 13.83
H 0.10 24.30 7.30
C -2.14 19.95 10.01
O 1.55 17.78 9.28
H -3.55 19.13 8.69
H 1.92 20.64 13.06
N -1.65 17.88 14.29
C -4.13 22.61 11.65
H -4.23 22.61 6.66
H -6.92 19.62 6.97
H -1.12 17.67 15.16
C -2.60 17.22 13.67
H -4.53 16.90 11.85
C -0.52 23.78 9.13
H -5.51 20.20 7.78
H -2.54 22.06 3.81
C -5.72 17.02 10.38
O -3.19 16.83 7.55
H -1.19 16.55 7.43
C 1.23 18.77 10.25
C -4.38 23.27 7.55
H -3.67 15.73 13.94
H -2.56 16.77 10.19
H -4.94 17.23 9.74
H -2.12 20.65 10.81
H -2.70 23.16 10.29
H -1.78 19.05 10.46
N 0.89 18.55 11.46
H -0.83 22.73 10.86
H -1.64 22.31 12.76
C -3.53 19.80 9.54
O -0.69 20.07 13.07
H -0.21 23.29 13.01
H 0.76 17.57 11.76
C -6.06 19.26 7.49
C -1.92 16.99 8.10
H -6.12 17.98 10.70
H 0.52 19.28 12.02
H -1.21 18.67 13.78
H -1.65 18.05 8.18
O -3.33 22.40 12.81
H -0.40 19.93 9.28
H -6.38 18.75 8.36
N -0.66 22.41 12.69
C -0.03 21.28 12.91
O 0.00 24.90 9.76
N -0.31 23.54 7.84
H -5.83 21.98 12.59
H 1.69 20.34 9.05
H -4.67 24.30 7.22
H -4.36 23.11 9.75
H -3.97 21.30 4.53
O -3.16 17.60 12.46
N -2.97 21.53 4.58
N -5.41 22.29 11.68
H 1.08 20.74 10.65
H -7.07 20.11 13.16
N -3.66 22.97 10.51
H -3.96 20.74 9.11
O -0.92 21.82 5.76
H -3.38 23.19 7.99
H -6.09 22.30 10.93
H -4.72 17.86 7.17
N -2.94 16.23 14.31
H -2.55 15.95 15.20
H -2.38 20.44 7.39
H -2.08 15.26 9.41
N -2.73 20.39 6.44
H -4.39 20.13 14.16
H -3.28 15.95 7.20

The orbital gap comes out at 8.798 eV. Its SMILES is NC(N)=O.NC(N)=O.NC(N)=O.NC(N)=O.NC(N)=O.NC(N)=O.CCO.CCO.CO.CO.CO.CO.

Mulliken population analysis, charges in e, atoms 1 to 2:
1. C -0.53
2. N -0.31

two.
Computed, not measured: a 12-piece molecular cluster, C14H52N12O12 overall, with ωB97M-V/def2-TZVPD.

Cartesian coordinates (Å):
H 16.03 -16.34 14.06
H 17.02 -9.34 22.01
O 18.32 -11.55 13.85
H 17.69 -16.58 13.71
O 23.32 -11.73 23.37
C 25.14 -19.36 18.27
H 20.94 -13.73 23.26
H 24.54 -19.13 17.39
N 21.39 -12.83 23.21
O 23.04 -9.55 18.35
O 15.13 -10.93 23.91
H 18.82 -14.98 20.01
H 15.54 -19.25 19.59
H 19.34 -12.34 19.43
N 15.23 -16.27 18.91
H 20.39 -14.53 19.50
H 23.04 -17.63 12.97
H 17.85 -9.53 23.72
H 20.06 -18.71 24.26
C 23.18 -10.68 17.91
C 19.40 -20.89 17.53
H 22.62 -14.78 23.61
H 19.12 -20.95 19.49
H 20.32 -19.80 18.82
H 16.61 -17.03 23.16
C 25.08 -18.20 19.39
H 21.90 -17.94 14.23
H 16.49 -17.35 12.78
N 15.69 -18.35 19.17
H 20.65 -19.71 23.03
H 17.97 -22.07 16.75
C 18.90 -13.11 18.79
H 25.80 -17.40 19.20
H 19.93 -15.44 17.61
O 23.76 -17.63 19.39
O 13.98 -17.53 20.23
O 19.75 -20.24 16.60
H 21.29 -17.74 21.93
H 16.19 -16.08 18.65
H 17.87 -12.95 19.11
H 23.59 -17.33 18.50
O 20.84 -17.61 22.77
H 26.14 -19.60 17.91
H 24.24 -13.90 23.55
C 19.35 -14.51 19.19
C 22.72 -12.76 23.36
C 18.89 -10.50 13.09
N 23.79 -15.56 13.52
C 20.88 -18.78 23.54
H 15.47 -10.06 21.62
N 16.23 -9.91 22.27
O 15.88 -17.42 25.05
H 14.59 -15.52 19.11
H 14.94 -17.59 24.99
N 24.14 -11.48 18.35
H 16.59 -18.12 18.78
N 19.75 -20.63 18.77
H 18.72 -9.57 13.63
H 25.41 -18.59 20.36
H 24.05 -16.09 12.69
C 16.09 -10.30 23.48
C 14.95 -17.39 19.51
H 24.28 -12.39 17.93
C 16.73 -16.38 13.22
N 23.24 -13.98 23.55
H 17.10 -10.55 25.04
H 19.97 -10.60 12.97
H 15.24 -15.99 23.66
H 24.18 -14.69 13.84
N 17.10 -10.02 24.18
N 22.45 -11.17 16.95
H 21.84 -18.88 24.05
O 16.68 -15.32 12.21
H 18.43 -10.39 12.11
H 20.96 -11.92 23.19
C 23.03 -16.23 14.33
H 21.68 -10.62 16.60
H 24.57 -11.16 19.20
O 22.65 -15.84 15.42
H 15.82 -15.33 11.78
H 19.14 -12.86 17.76
C 16.16 -16.48 23.99
N 22.64 -17.36 13.86
O 19.10 -15.35 18.09
H 18.34 -22.28 18.44
H 18.06 -12.28 13.28
H 22.44 -12.14 16.66
H 24.70 -20.26 18.69
N 18.44 -21.75 17.58
H 16.84 -15.72 24.39

The orbital gap comes out at 9.452 eV. Its SMILES is NC(N)=O.NC(N)=O.NC(N)=O.NC(N)=O.NC(N)=O.NC(N)=O.CCO.CCO.CO.CO.CO.CO.

Mulliken population analysis, charges in e, atoms 1 to 2:
1. H 0.27
2. H 0.15

So which one is most stable? That would be two, about 83.6 kJ/mol below the next structure.